Molecular formula: C51H37N7OReSe
Method: DFT, ωB97M-V with the def2-TZVPD basis set

Each line ends with the Mulliken spin population.
Atoms and positions in Å:
Re  -0.0986  0.2176  -0.3607  2.637
C  5.4561  -3.2259  3.7596  -0.001
C  4.3148  -3.8941  3.3561  0.000
C  3.3774  -3.2977  2.5265  -0.004
C  3.4787  -1.9263  2.2089  -0.016
C  4.5240  -1.2222  2.7018  -0.001
C  5.5127  -1.8819  3.4677  0.001
C  2.3834  -1.2430  1.4314  0.034
C  2.3412  -1.5523  0.0440  -0.035
C  3.2191  -2.5216  -0.5250  0.019
C  2.7160  -2.6901  -1.7933  0.012
C  1.6995  -1.8094  -1.9891  0.048
C  1.1193  -1.5606  -3.2556  -0.009
C  1.7010  -2.2008  -4.4333  0.003
C  2.4577  -1.4222  -5.2897  -0.003
C  3.0844  -2.0554  -6.3890  0.001
C  2.9960  -3.4326  -6.5160  -0.001
C  2.1425  -4.1950  -5.6683  0.000
C  1.5514  -3.6346  -4.5684  -0.003
C  0.1337  -0.6708  -3.3394  0.059
N  -0.3797  0.2493  -2.4019  -0.013
C  -1.2013  1.2000  -3.0366  0.021
C  -1.7099  2.3418  -2.4304  0.037
C  -2.5657  3.1473  -3.3317  -0.009
C  -2.0237  3.8862  -4.4495  -0.001
C  -2.8700  4.4486  -5.3540  -0.001
C  -4.2222  4.2297  -5.2787  0.000
C  -4.8001  3.5002  -4.1843  0.000
C  -3.9304  2.9454  -3.2860  0.001
C  -1.6008  2.6787  -1.1072  -0.027
C  -2.0575  3.9493  -0.6462  0.006
C  -1.7674  4.0616  0.6721  0.003
C  -0.9447  2.9558  0.9249  0.023
N  -0.7653  2.1313  -0.1495  -0.015
C  -0.3230  2.6918  2.2138  -0.008
C  0.5303  1.6053  2.3964  0.033
C  1.0628  1.1869  3.7060  0.005
C  1.7054  0.0159  3.5024  0.010
C  1.6630  -0.3121  2.1108  -0.021
N  0.8239  0.6625  1.4993  -0.059
C  -0.4717  3.6927  3.3449  0.010
C  0.6270  4.4746  3.7733  -0.002
C  0.5295  5.4529  4.7477  0.000
C  -0.6942  5.6126  5.3646  -0.001
C  -1.8225  4.9539  4.8957  0.000
C  -1.7591  3.9756  3.8874  0.000
C  -1.3079  0.8146  -4.3925  0.008
C  -0.5019  -0.2866  -4.5927  0.037
N  1.4041  -1.1075  -0.8071  -0.035
H  6.2483  -3.6625  4.3736  0.000
H  4.0891  -4.8639  3.7150  0.000
H  2.5355  -3.8314  2.1521  -0.001
H  4.5021  -0.1668  2.5242  0.000
H  6.4255  -1.3676  3.6510  0.000
H  3.9522  -2.9992  0.0797  0.003
H  3.1933  -3.4154  -2.4703  0.003
H  2.5045  -0.3380  -5.2708  0.000
H  3.7431  -1.5425  -7.1195  0.000
H  3.4174  -3.9358  -7.3548  0.000
H  1.9640  -5.2517  -5.9519  0.000
H  0.8525  -4.2155  -3.9962  0.000
H  -0.9775  4.0033  -4.5187  0.000
H  -2.4369  5.1098  -6.0477  0.000
H  -4.9395  4.6159  -6.0534  0.000
H  -5.8195  3.1909  -4.3882  0.000
H  -4.2837  2.4561  -2.4196  0.000
H  -2.5615  4.7028  -1.3149  0.002
H  -1.9794  4.8408  1.4924  0.003
H  0.9736  1.8429  4.5569  0.004
H  2.2983  -0.4687  4.3131  0.002
H  1.5833  4.3961  3.1490  0.000
H  1.4441  5.9607  4.9837  0.000
H  -0.8874  6.2222  6.2784  0.000
H  -2.7684  5.0917  5.3782  0.000
H  -2.6643  3.3932  3.6571  0.000
H  -1.7881  1.4248  -5.1847  0.003
H  -0.2988  -0.7896  -5.5229  0.002
C  -2.2632  -1.9711  4.6312  -0.001
C  -0.8364  -2.2653  4.1237  0.002
O  -0.8368  -3.5921  3.6268  0.001
H  -2.2672  -0.8924  4.7514  0.000
H  -2.4825  -2.4785  5.5693  0.000
H  -3.0178  -2.3194  3.8549  0.000
H  -0.0693  -2.0744  4.8988  0.000
H  -0.6099  -1.6054  3.3410  0.002
H  -1.0770  -4.2329  4.3479  0.000
Se  -4.8675  -0.4933  -0.3017  0.001
N  -4.7918  -2.0696  0.3280  0.017
C  -3.4826  -2.4007  0.4755  -0.005
C  -2.9009  -3.6282  0.8956  0.034
C  -1.5754  -3.7171  0.8247  -0.007
C  -0.7523  -2.6715  0.3952  0.040
N  -1.2236  -1.4969  0.0459  0.073
C  -2.6470  -1.3326  0.0251  0.031
N  -3.1180  -0.2319  -0.4053  0.011
H  -3.5442  -4.4436  1.3266  -0.002
H  -1.0486  -4.6184  1.1548  0.001
H  0.3529  -2.8070  0.4410  0.038

net charge = +2
2S+1 = 4
max |F| = 5.42 eV/A
total energy = -133425.6711 eV
E_LUMO (spin up / spin down) = -0.2471 / -0.2705 Eh
energy above the lowest of the compared OMol25 structures with the same formula, charge and spin = 108.9 kcal/mol
HOMO level (spin up / spin down) = -12.49 / -12.40 eV
HOMO-LUMO gap (spin up / spin down) = 5.766 / 5.038 eV

---

Molecular formula: C5H14ClFN5O5P3S
Method: DFT, ωB97M-V with the def2-TZVPD basis set

Each line ends with the Löwdin charge.
Atoms and positions in Å:
C  -3.2728  1.9246  -2.4502  -0.129
C  -2.1079  2.1015  -1.4345  -0.234
C  -2.4396  1.2970  -0.1677  -0.153
O  -1.9114  -0.0476  -0.1335  -0.043
N  -0.6523  -0.1163  0.3525  -0.015
N  -0.2173  0.5641  1.4188  0.111
C  1.0383  0.2874  1.7039  -0.282
P  1.8903  1.1050  3.1321  0.141
O  1.6657  0.2014  4.4555  -0.181
O  3.3753  1.2055  2.8310  -0.218
S  0.9799  2.7936  3.3576  0.292
N  1.4603  -0.6265  0.8037  0.180
C  0.4308  -0.8832  0.0091  -0.360
N  0.5197  -1.8160  -0.9973  -0.399
P  2.0969  -2.6943  -1.2721  0.769
N  3.3185  -1.5558  -1.4509  -0.137
O  2.4607  -3.4986  0.1132  -0.272
P  -0.7094  -2.3245  -2.1111  0.546
O  -2.0170  -2.6876  -1.1672  -0.328
Cl  -1.2070  -0.6066  -3.2172  0.253
H  -2.9007  2.0664  -3.4672  0.068
H  -3.5621  0.8698  -2.4102  0.050
H  -4.1146  2.5757  -2.2228  0.077
H  -1.1461  1.8428  -1.8776  0.076
H  -2.0669  3.1706  -1.2039  0.111
H  -2.1915  1.9079  0.7048  0.115
H  -3.5228  1.1779  -0.1411  0.134
H  -0.7211  1.2387  1.9982  0.119
H  0.9904  -0.4672  4.2836  0.072
H  3.7332  0.2973  2.3655  -0.016
H  3.0456  -0.5996  -1.2523  0.036
H  3.6730  -1.6061  -2.3983  0.031
H  1.6246  -3.6944  0.5557  0.039
H  -1.6922  -2.7435  -0.2577  0.042
F  4.1493  -0.6593  1.5478  -0.495

net charge = 0
2S+1 = 1
max |F| = 3.03 eV/A
total energy = -77041.8094 eV
E_LUMO = -0.0288 Eh
HOMO level = -9.00 eV
HOMO-LUMO gap = 8.212 eV